13
Properties=species:S:1:pos:R:3 method="wB97M-V/def2-TZVPD" lumo_energy_ev=-0.226 total_energy_ha=-1027.4933 homo_energy_ev=-8.963 fmax_ha_per_bohr=0.1021 multiplicity=1
C 0.114 -0.800 1.943
C 0.609 -0.769 0.429
C 1.885 0.175 0.143
C -0.199 -0.188 -0.679
H -1.489 0.537 1.385
H -0.472 -1.886 1.693
H 0.954 -0.846 2.652
H 0.619 -1.808 0.014
H 2.968 -0.058 0.026
H 1.872 1.096 0.943
O -0.874 0.427 2.310
S 0.907 1.032 -1.164
S -1.652 -0.467 -1.100